Entry from the OMol25 dataset: the molecule C4H7N3 at a distorted geometry (ωB97M-V/def2-TZVPD).

```
14
Properties=species:S:1:pos:R:3:mulliken_charge:R:1
C -2.201 0.311 -0.321 -1.2464
C -0.911 -0.449 -0.076 -0.2242
N 0.234 0.452 -0.164 -0.2352
C 1.481 -0.102 -0.135 0.6002
N 1.631 -1.371 -0.149 -0.6555
C 2.671 0.748 -0.126 0.0570
N 3.684 1.309 -0.106 -0.3692
H -2.202 0.770 -1.314 0.3374
H -2.342 1.094 0.432 0.3461
H -3.053 -0.371 -0.260 0.3616
H -0.780 -1.237 -0.824 0.2820
H -0.927 -0.948 0.905 0.2596
H 0.089 1.422 0.076 0.2469
H 2.613 -1.624 -0.192 0.2397
```

Calculated values
Structure (SMILES)   [H]/N=C(\C#N)NCC
Maximum force   0.023 Eh/bohr
Energy relative to the best compared isomer or geometry (same formula, charge and spin)   0.467 eV
E_HOMO   -9.71 eV
E   -320.866155 Ha
Net charge   0
Gap between HOMO and LUMO   10.497 eV

***

Entry from the OMol25 dataset: the molecule C8H10 at a distorted geometry (ωB97M-V/def2-TZVPD).

```
18
Properties=species:S:1:pos:R:3:mulliken_charge:R:1
C -2.482 -0.122 0.008 -1.0719
C -1.187 0.196 -0.111 0.4800
C -0.459 1.456 -0.098 -0.4057
C 0.912 1.470 -0.010 -0.5071
C 1.570 0.154 0.059 -0.3245
C 0.780 -0.702 1.067 -0.9140
C -0.229 -0.975 -0.066 0.0075
C 0.891 -0.729 -1.093 -0.9754
H -3.201 0.645 0.049 0.3244
H -2.741 -1.149 0.197 0.2710
H -0.975 2.403 -0.043 0.3655
H 1.419 2.452 0.085 0.3903
H 2.628 0.252 0.135 0.5641
H 1.367 -1.555 1.386 0.3508
H 0.424 -0.109 1.946 0.3384
H -0.774 -1.985 -0.093 0.4230
H 0.596 -0.118 -1.986 0.3323
H 1.460 -1.584 -1.434 0.3511
```

Calculated values
Structure (SMILES)   C=C1C=C[C@H]2C[C@@H]1C2
Maximum force   0.055 Eh/bohr
Energy relative to the best compared isomer or geometry (same formula, charge and spin)   2.303 eV
E_HOMO   -8.31 eV
E   -310.751039 Ha
Net charge   0
Gap between HOMO and LUMO   9.207 eV

***

Entry from the OMol25 dataset: a cluster of 3 separate species, C30H36F16N3O6P2S in total at a distorted geometry (ωB97M-V/def2-TZVPD).

```
94
Properties=species:S:1:pos:R:3:mulliken_charge:R:1
C 5.356 3.791 1.776 -1.0865
C 4.299 3.252 2.755 -0.9035
C 3.258 2.365 2.097 -0.5810
C 2.150 3.148 1.384 -0.7723
C 0.745 2.690 1.709 -1.4251
P 0.133 1.317 0.584 2.0750
F -0.129 2.355 -0.738 -0.5097
C -1.629 1.683 1.289 -0.5536
O -2.085 1.063 2.204 -0.4866
C -2.541 2.928 0.878 0.8424
F -1.851 3.955 0.332 -0.2578
F -3.069 3.394 2.044 -0.3491
C -3.795 2.680 -0.017 0.4655
F -4.648 3.707 0.136 -0.3177
F -4.417 1.555 0.428 -0.2709
C -3.563 2.491 -1.531 0.9327
F -4.789 2.301 -2.103 -0.3430
F -2.875 1.359 -1.703 -0.2431
C -2.921 3.684 -2.281 0.2118
O -3.336 4.798 -2.150 -0.5278
O -1.986 3.322 -3.139 -0.5429
O -0.413 0.032 -0.432 -0.8098
C -0.557 -1.242 0.160 -1.0491
C -0.275 -2.218 -1.014 -2.2396
C 0.175 -3.643 -0.692 0.0294
C -0.115 -4.561 -1.844 0.8770
F -1.420 -4.480 -2.209 -0.2839
F 0.614 -4.158 -2.925 -0.3706
C 0.183 -6.104 -1.651 0.5265
F -0.990 -6.744 -1.445 -0.3080
F 0.744 -6.617 -2.768 -0.3101
C 1.081 -6.561 -0.476 0.5746
F 1.115 -7.917 -0.567 -0.3345
F 0.508 -6.245 0.695 -0.2391
C 2.575 -6.058 -0.500 0.6926
F 2.797 -5.273 -1.562 -0.2329
F 2.842 -5.360 0.608 -0.2313
F 3.417 -7.094 -0.555 -0.2861
N -1.949 -1.301 0.565 0.4575
C -2.562 -2.522 1.081 -0.3295
C -3.397 -2.271 2.330 -1.4102
C 0.450 -1.177 1.324 1.5700
S 0.126 -2.194 2.811 -0.3101
P 2.271 -1.447 0.934 0.8671
O 3.163 -1.130 2.057 -0.8157
O 0.448 0.107 1.804 -0.7030
H 5.136 3.441 0.783 0.3604
H 5.373 4.865 1.771 0.1962
H 6.341 3.421 2.019 0.4298
H 3.831 4.063 3.297 0.4597
H 4.801 2.636 3.489 0.3492
H 3.762 1.722 1.390 0.3168
H 2.840 1.691 2.828 0.3653
H 2.239 4.200 1.620 0.5821
H 2.309 3.063 0.316 0.3044
H 0.078 3.543 1.690 0.4867
H 0.705 2.303 2.717 0.6002
H 1.456 1.132 0.079 -0.1000
H -1.400 2.656 -2.712 0.3990
H 0.450 -1.755 -1.663 0.4273
H -1.193 -2.255 -1.572 0.7056
H -0.249 -4.016 0.227 0.6290
H 1.242 -3.646 -0.578 -0.1155
H -2.482 -0.925 -0.202 0.3539
H -1.812 -3.254 1.325 0.1358
H -3.221 -2.948 0.326 0.5852
H -4.176 -3.020 2.387 0.4251
H -2.767 -2.415 3.192 0.3004
H -3.793 -1.270 2.321 0.2388
H 0.843 -3.267 2.480 0.1257
H 2.580 -0.688 -0.203 -0.0259
H 2.436 -2.791 0.566 -0.2322
N 5.532 6.102 -0.574 -0.2519
C 4.626 6.805 -1.245 -0.1840
C 4.893 8.029 -1.843 -0.5655
C 6.172 8.549 -1.734 -0.1546
C 7.126 7.827 -1.036 -0.5808
C 6.754 6.612 -0.478 -0.0736
H 3.636 6.364 -1.304 0.4051
H 4.116 8.557 -2.378 0.3582
H 6.422 9.501 -2.186 0.3583
H 8.138 8.194 -0.924 0.3451
H 7.470 6.014 0.078 0.3473
N -6.990 -3.552 -0.117 -0.5380
C -6.782 -3.165 -1.371 -0.2114
C -6.503 -4.043 -2.409 -0.3646
C -6.434 -5.397 -2.126 -0.2271
C -6.646 -5.814 -0.822 -0.3627
C -6.919 -4.853 0.141 -0.1767
H -6.837 -2.097 -1.551 0.4130
H -6.341 -3.669 -3.411 0.3672
H -6.215 -6.114 -2.907 0.3768
H -6.597 -6.860 -0.553 0.3624
H -7.086 -5.140 1.174 0.3664
```

Calculated values
Maximum force   0.024 Eh/bohr
E_HOMO   -5.61 eV
E   -4459.320503 Ha
Net charge   -1
Gap between HOMO and LUMO   7.821 eV

***

Entry from the OMol25 dataset: a structure of composition C40H98N3O16Tl at a distorted geometry (ωB97M-V/def2-TZVPD).

```
158
Properties=species:S:1:pos:R:3:mulliken_charge:R:1
Tl 0.768 -0.039 -0.814 0.5423
C -3.646 -3.183 -2.685 -1.8451
C -2.069 -3.219 -2.434 2.1142
C -1.676 -4.707 -2.726 -0.8461
C -1.649 -5.036 -4.158 -1.0026
C -0.834 -4.043 -4.945 -1.2213
C -1.165 -2.515 -4.727 1.4761
N -1.299 -2.276 -3.276 0.1113
O -1.481 -0.905 -2.892 0.7349
C -2.445 -2.112 -5.505 -1.5572
C 0.035 -1.830 -5.402 -1.3556
C -1.772 -2.987 -0.910 -1.3122
H -4.014 -3.685 -3.580 0.4214
H -4.061 -2.177 -2.754 0.2416
H -4.231 -3.580 -1.855 0.5047
H -2.446 -5.346 -2.292 0.4856
H -0.757 -4.927 -2.183 0.1956
H -2.669 -5.086 -4.541 0.2730
H -1.304 -6.069 -4.146 0.4847
H -0.999 -4.268 -5.999 0.6243
H 0.197 -4.357 -4.781 0.3024
H -3.322 -2.379 -4.916 0.3574
H -2.449 -2.674 -6.439 0.3890
H -2.516 -1.048 -5.732 0.3019
H 0.074 -2.103 -6.457 0.4582
H 1.039 -2.112 -5.084 0.0553
H -0.019 -0.742 -5.348 0.0514
H -2.133 -2.040 -0.509 -0.4511
H -0.689 -3.003 -0.790 -0.0076
H -2.206 -3.757 -0.273 0.5791
C 1.715 -2.176 4.214 -1.4254
C 2.849 -2.756 3.278 1.7791
C 3.591 -3.798 4.146 -1.3809
C 2.878 -5.154 4.265 -0.8923
C 2.517 -5.669 2.840 -1.2863
C 1.730 -4.693 1.935 1.2530
N 2.300 -3.319 1.958 0.5327
O 1.629 -2.347 1.112 0.7807
C 0.259 -4.794 2.432 -1.0406
C 1.815 -5.264 0.508 -1.2491
C 3.952 -1.699 3.027 -1.2733
H 2.171 -1.637 5.045 0.5338
H 1.079 -2.951 4.640 0.2683
H 1.040 -1.515 3.671 -0.1512
H 3.710 -3.676 5.222 0.2879
H 4.601 -3.986 3.782 0.3887
H 1.944 -5.110 4.825 0.3526
H 3.463 -5.944 4.736 0.5054
H 2.040 -6.648 2.793 0.4959
H 3.478 -5.827 2.351 0.2888
H 0.071 -5.829 2.718 0.4458
H -0.462 -4.506 1.666 -0.2000
H 0.071 -4.250 3.358 0.2555
H 1.251 -4.683 -0.221 -0.2788
H 1.343 -6.240 0.619 0.5633
H 2.821 -5.318 0.092 0.2672
H 3.617 -0.896 2.371 -0.4226
H 4.869 -2.122 2.615 0.2234
H 4.275 -1.377 4.017 0.6398
C -1.737 2.411 4.137 -1.9471
C -1.524 3.924 3.936 1.7157
C -0.592 4.209 5.106 -1.1062
C -0.014 5.654 5.049 -1.0338
C 0.726 5.898 3.758 -1.3653
C -0.139 5.597 2.472 1.1568
N -0.855 4.309 2.632 -0.1858
O -1.321 3.687 1.402 1.0417
C 0.905 5.597 1.398 -1.1252
C -0.975 6.867 2.282 -1.2461
C -2.912 4.604 4.141 -1.7627
H -2.460 2.095 3.384 0.4241
H -2.035 2.160 5.155 0.4862
H -0.881 1.784 3.886 0.1400
H 0.313 3.605 5.038 0.1897
H -1.107 4.123 6.063 0.5289
H 0.541 5.808 5.975 0.4824
H -0.739 6.452 5.212 0.3719
H 1.641 5.305 3.762 0.3273
H 1.104 6.916 3.670 0.5698
H 1.644 6.397 1.450 0.3851
H 0.489 5.413 0.407 0.1242
H 1.427 4.641 1.425 0.0107
H -0.386 7.785 2.265 0.4034
H -1.821 6.816 2.967 0.2580
H -1.384 6.705 1.286 0.0092
H -3.437 4.218 5.015 0.4753
H -3.497 4.385 3.248 0.2506
H -2.979 5.688 4.234 0.3131
C -2.080 -1.708 2.171 -1.0836
O -0.878 -1.232 1.682 1.2537
H -2.189 -1.426 3.218 0.2984
H -2.943 -1.260 1.679 0.2280
H -2.085 -2.795 2.084 0.2199
H -0.187 -1.719 2.137 -0.6190
C -3.192 0.957 -0.352 0.2187
O -1.856 1.138 -0.100 1.3826
H -3.641 1.797 -0.883 -0.6328
H -3.288 0.129 -1.054 -0.2674
H -3.838 0.793 0.510 0.4251
H -1.855 1.831 0.564 -0.7825
C 2.012 1.943 2.534 -0.4015
O 1.004 1.742 1.569 1.2459
H 2.301 2.983 2.688 0.1614
H 1.564 1.489 3.418 0.2404
H 2.865 1.312 2.285 -0.2938
H 0.229 2.230 1.855 -0.8156
C 2.679 -3.041 -2.763 -1.0245
O 1.512 -2.568 -2.222 0.5637
H 3.097 -3.944 -2.319 0.1726
H 2.482 -3.244 -3.816 0.3487
H 3.515 -2.356 -2.629 0.1711
H 0.767 -3.018 -2.628 -0.4642
C 5.622 -4.068 0.632 -0.6614
O 4.790 -3.130 0.070 -0.5896
H 5.157 -5.041 0.792 0.1696
H 6.456 -4.269 -0.040 0.3070
H 5.977 -3.572 1.535 0.2691
H 3.951 -3.251 0.520 -0.0166
C -2.571 5.197 -1.455 -0.5590
C -3.887 4.900 -0.748 -0.7426
O -3.869 4.910 0.643 -0.6504
O -1.582 4.202 -1.251 -0.6318
H -2.166 6.097 -0.993 0.1531
H -2.754 5.302 -2.524 0.5787
H -4.372 3.980 -1.074 0.4261
H -4.537 5.721 -1.049 0.4412
H -3.071 4.474 0.952 -0.0020
H -1.499 4.032 -0.310 -0.0400
C 4.608 0.456 -0.396 -0.3908
C 4.194 1.591 -1.309 -0.6274
O 2.882 2.100 -0.902 -0.0846
O 3.799 -0.651 -0.651 -0.1525
H 4.562 0.640 0.677 0.1665
H 5.655 0.217 -0.586 0.4333
H 4.189 1.344 -2.371 0.1301
H 4.995 2.319 -1.185 0.4824
H 2.884 3.050 -1.041 0.0983
H 4.239 -1.323 -0.125 0.0111
C 0.187 2.370 -3.835 -0.1403
C 1.593 1.786 -4.028 -0.8108
O 1.783 0.414 -3.619 -0.2458
O -0.053 2.450 -2.405 0.1674
H -0.635 1.758 -4.205 -0.1793
H 0.084 3.408 -4.150 0.3817
H 2.332 2.467 -3.605 0.2295
H 1.862 1.772 -5.084 0.5745
H 2.470 0.058 -4.187 0.1248
H -0.699 3.131 -2.207 0.2172
C -3.684 1.751 -3.962 0.5310
C -4.912 2.597 -3.804 -0.8372
O -5.514 2.441 -2.530 -0.5351
O -4.040 0.408 -3.890 -0.6625
H -3.034 1.933 -3.106 -0.4534
H -3.145 1.880 -4.900 0.4023
H -5.719 2.454 -4.523 0.3718
H -4.519 3.604 -3.941 0.2942
H -5.626 1.520 -2.284 0.3417
H -3.253 -0.132 -3.788 -0.0943
```

Calculated values
Maximum force   0.093 Eh/bohr
E_HOMO   -5.83 eV
E   -3122.916093 Ha
Net charge   0
Gap between HOMO and LUMO   1.871 eV

***

Here are the calculated LUMO level numbers, same order: 0.783, 0.898, 2.208, -3.960 (eV).